No. 1
Density functional theory data (the ωB97M-V functional and the def2-TZVPD basis) for a structure of composition C13H23AsO3PtSe4Si2 in a non-equilibrium geometry.

Results
* highest occupied orbital energy (spin up / spin down): -7.8109 / -8.0924 eV
* <S²>: 6.028
* molecular weight: 869.3 g mol⁻¹
* HOMO-LUMO gap (spin up / spin down): 0.25882 / 0.20638 hartree
* spin multiplicity: 5

Last column: Löwdin charge in e.
CARTESIAN COORDINATES (ANGSTROEM)
Pt 0.0253 0.2628 1.0157  0.21
Se 2.2248 0.7049 -0.4363  0.11
Se -1.7416 1.5271 -0.4784  0.16
Se -0.8499 1.3207 -2.5099  0.09
Se 1.2816 0.1868 -2.3746  0.10
As -0.0845 1.0756 3.1903  0.73
Si 1.9481 0.8549 4.4042  0.28
Si -1.9671 -0.0068 4.1565  0.27
O -1.7823 -4.9222 0.9620  0.07
O -0.3479 -1.3341 -0.5092  -0.36
O -1.6444 -3.1133 -0.8120  0.05
C -3.2922 0.0406 2.8137  -0.24
C -2.3892 1.0434 5.6776  -0.23
C 1.8301 -0.4305 5.7876  -0.21
C 2.1751 2.5651 5.1844  -0.24
C 1.6796 -3.3854 2.6055  -0.10
C 3.3161 0.4346 3.1737  -0.23
C -0.0752 -5.0304 2.5686  -0.01
C -1.6821 -1.7787 4.7197  -0.19
C 1.0515 -2.7078 1.5740  -0.07
C -0.7768 -2.4968 -0.1807  -0.57
C -0.1281 -3.1831 1.0046  -0.08
C -0.6833 -4.3804 1.4889  -0.28
C 1.0981 -4.5452 3.1075  -0.09
H -1.5980 -2.4474 3.8656  0.02
H 2.6288 -3.0383 2.9935  0.09
H 1.5801 -5.0721 3.9217  0.10
H 4.2916 0.3574 3.6554  0.04
H -3.4690 1.0638 2.4740  0.02
H -4.2400 -0.3737 3.1615  0.04
H 3.0935 2.6470 5.7669  0.03
H -3.2820 0.6856 6.1920  0.03
H -0.7685 -1.8752 5.3069  0.01
H -1.5577 1.0075 6.3850  0.02
H 3.3780 1.1935 2.3912  0.00
H 2.7543 -0.4712 6.3659  0.03
H 2.1936 3.3299 4.4059  0.02
H 1.6328 -1.4251 5.3865  0.01
H -2.5460 2.0895 5.4097  0.02
H 1.3334 2.7870 5.8430  0.02
H -2.5173 -2.1218 5.3336  0.04
H 3.1041 -0.5175 2.6825  0.00
H -0.5465 -5.9284 2.9465  0.12
H -2.0070 -4.3684 0.1687  0.07
H 1.5444 -1.8413 1.1328  0.05
H 1.0185 -0.1718 6.4702  0.02
H -2.9746 -0.5418 1.9458  0.01



No. 2
Density functional theory data (the ωB97M-V functional and the def2-TZVPD basis) for a structure of composition C8H16Br12O2 in a non-equilibrium geometry.

Results
* highest occupied orbital energy: -10.1005 eV
* molecular weight: 1103.1 g mol⁻¹
* HOMO-LUMO gap: 0.34752 hartree

Last column: Löwdin charge in e.
CARTESIAN COORDINATES (ANGSTROEM)
Br 0.0786 -2.9937 0.9244  0.51
Br 3.8097 -1.7155 -2.5239  0.54
Br 2.1597 -0.5086 0.4869  0.51
Br 2.0453 -6.8494 -4.0395  0.54
Br 2.6359 2.1626 2.6671  0.50
Br -0.1324 -7.1290 -1.6727  0.55
Br 2.3948 -1.6460 -5.4678  0.55
Br 0.4443 -4.2761 -2.9438  0.52
Br 5.5629 0.8909 1.7708  0.54
Br 1.5479 0.3467 -3.0072  0.58
Br 4.9892 3.9610 0.9766  0.51
Br -0.8291 -0.2128 -0.3194  0.63
O -2.0926 -0.3395 3.2102  -0.09
O -2.7321 3.5205 0.4524  -0.10
C 2.9779 -0.6135 -3.9061  -1.53
C -3.4461 1.8757 -1.1513  -0.12
C 4.1554 2.1603 1.3092  -1.50
C -3.7352 3.2891 -0.5370  -0.28
C -0.8626 1.5327 4.3830  -0.07
C -0.9280 0.4801 3.2219  -0.34
C 0.6291 -1.4615 -0.2633  -1.53
C 0.3339 -6.2026 -3.3305  -1.54
H -4.6983 3.2258 -0.0306  0.10
H -1.7236 2.1868 4.2454  0.07
H 0.7097 -1.8301 -1.2859  -0.10
H -1.9334 -1.1301 3.7310  0.08
H -0.9570 1.0084 2.2689  0.05
H -0.8359 1.0421 5.3560  0.07
H -3.6641 4.0934 -1.2692  0.11
H -4.0099 1.6177 -2.0478  0.07
H -2.8454 2.8805 1.1589  0.07
H 3.6962 0.0994 -4.3108  -0.02
H -0.4441 -6.2891 -4.0890  -0.02
H 3.8422 1.8588 0.3096  -0.07
H -2.4006 1.7886 -1.4470  0.02
H -0.0301 -0.1376 3.2406  0.09
H -3.6979 1.0974 -0.4309  0.06
H -0.0143 2.2168 4.3607  0.04



No. 3
Density functional theory data (the ωB97M-V functional and the def2-TZVPD basis) for a structure of composition C3H5NO3 in a non-equilibrium geometry.

Results
* highest occupied orbital energy: -9.6337 eV
* molecular weight: 103.1 g mol⁻¹
* HOMO-LUMO gap: 0.37586 hartree

Last column: Löwdin charge in e.
CARTESIAN COORDINATES (ANGSTROEM)
O 0.8077 -1.1716 1.0636  -0.23
O 0.6800 2.2038 0.0841  -0.01
O -0.4963 0.2623 0.6125  -0.06
N 0.5622 -1.5989 -0.3418  0.09
C -0.2587 -0.4910 -0.5424  -0.34
C -0.0361 1.4943 0.8994  -0.24
C -1.1973 -0.4897 -1.8469  -0.05
H -0.4292 1.6889 2.0658  0.21
H 1.3624 -2.1867 1.4909  0.25
H -2.3653 -0.3838 -1.6254  0.10
H -0.4268 0.3221 -2.5492  0.17
H -1.0548 -1.6859 -2.1320  0.11



No. 4
Density functional theory data (the ωB97M-V functional and the def2-TZVPD basis) for a cluster of 8 separate species, C18H52O8 in total in a non-equilibrium geometry.

Results
* SMILES: CC(C)O.CC(C)O.CC(C)O.CC(C)O.CC(C)O.CC(C)O.O.O
* highest occupied orbital energy: -9.9433 eV
* molecular weight: 396.6 g mol⁻¹
* HOMO-LUMO gap: 0.37181 hartree

Last column: Löwdin charge in e.
CARTESIAN COORDINATES (ANGSTROEM)
O -6.0081 -3.6285 -2.8100  -0.05
O -5.3899 1.1490 3.8281  -0.10
O -4.4387 4.3941 -0.3888  -0.06
O 1.7260 -6.7078 0.4685  -0.09
O 5.2284 4.0943 -6.5190  -0.05
O 0.8384 -0.9493 -0.3362  -0.05
O 1.0578 3.9862 -0.2675  -0.05
O 5.0700 3.0366 2.9843  -0.05
C 5.9004 4.1428 -5.3257  -0.52
C 5.6782 2.7696 -4.5529  -0.04
C 6.0784 0.9505 2.5241  -0.06
C -4.4297 -0.0393 3.9529  -0.41
C 7.2795 2.8445 3.5838  -0.08
C -2.9373 0.3916 4.1132  -0.05
C 7.3124 4.4431 -5.6458  -0.08
C -5.0263 5.4211 -1.1484  -0.50
C 2.2156 -6.7306 2.7257  -0.08
C -4.6819 6.7680 -0.5071  -0.05
C 6.2618 2.5151 2.5245  -0.49
C -4.0900 -4.7805 -1.9647  -0.05
C 0.4689 -8.3775 1.6314  -0.06
C -5.0828 -4.6208 -3.1137  -0.52
C 1.8998 -7.6629 1.5451  -0.40
C -4.9995 -0.8407 5.0792  -0.08
C -6.5377 5.1590 -1.0822  -0.06
C -5.8826 -5.8893 -3.4416  -0.06
H 2.8254 -5.8840 2.4104  0.08
H -4.6546 5.2591 -2.1602  0.13
H 1.3773 -6.1636 3.1306  0.07
H 0.3452 -9.1670 2.3727  0.06
H -5.1657 7.5750 -1.0574  0.08
H -4.9781 6.6969 0.5394  0.09
H -3.4024 -5.6064 -2.1471  0.07
H -6.0881 -0.7859 5.0907  0.08
H -4.7151 -1.8920 5.0343  0.08
H -4.5997 -0.4571 2.9606  0.12
H 5.0184 2.6897 3.8780  0.09
H -3.5012 4.6001 -0.3732  0.08
H -2.2374 -0.4313 4.2586  0.07
H 2.5179 -7.1475 3.6864  0.07
H -0.3005 -7.6398 1.8591  0.07
H -6.5248 -5.8009 -4.3179  0.07
H 1.4633 -5.8345 0.7684  0.08
H 7.1696 3.7865 4.1210  0.08
H 6.0246 1.8527 -5.0298  0.07
H 1.1070 4.4602 -1.0977  0.03
H -6.9586 4.6861 -0.1949  0.08
H 6.9240 0.4300 2.0744  0.07
H -2.5449 1.0055 3.3025  0.07
H -6.6542 -6.0695 -2.6931  0.07
H -4.5564 -4.8908 -0.9857  0.08
H 7.5446 2.0937 4.3282  0.08
H 8.1710 3.1084 3.0149  0.07
H -4.8710 -0.4655 6.0945  0.08
H 5.8050 0.5040 3.4801  0.08
H 7.9321 4.3499 -4.7540  0.08
H 1.8781 4.1971 0.1783  0.03
H 1.0086 -0.0113 -0.2505  0.03
H -4.5548 -4.3758 -4.0353  0.14
H 2.6398 -8.4517 1.4098  0.13
H -6.5326 -3.8721 -2.0437  0.09
H -2.9052 0.9591 5.0433  0.07
H -3.4128 -3.9362 -2.0939  0.08
H -3.5928 6.8013 -0.4777  0.07
H 0.9100 -1.1214 -1.2751  0.03
H 5.5328 4.9594 -4.7043  0.14
H -5.1862 -6.7151 -3.5872  0.08
H 5.3568 3.2579 -6.9723  0.10
H -7.1541 6.0365 -1.2775  0.07
H 6.5214 2.9063 1.5408  0.14
H -5.1806 1.6053 3.0098  0.06
H -6.8194 4.5941 -1.9709  0.07
H 7.4856 5.4722 -5.9606  0.08
H 4.6126 2.5801 -4.4243  0.07
H 5.3446 0.5831 1.8067  0.07
H 7.6426 3.8247 -6.4805  0.09
H 6.1613 2.9111 -3.5860  0.07
H 0.2609 -8.9048 0.7003  0.07



No. 5
Density functional theory data (the ωB97M-V functional and the def2-TZVPD basis) for a cluster of 14 separate species, H27O14 in total in a non-equilibrium geometry.

Results
* charge: -2
* highest occupied orbital energy (spin up / spin down): 2.5733 / -4.3980 eV
* <S²>: 0.751
* molecular weight: 251.2 g mol⁻¹
* HOMO-LUMO gap (spin up / spin down): 0.08761 / 0.34054 hartree
* spin multiplicity: 2

Last column: Löwdin charge in e.
CARTESIAN COORDINATES (ANGSTROEM)
O 0.2684 1.8827 -1.4371  -0.36
O -0.5370 1.9299 4.8983  -0.11
O 0.3204 -1.0470 2.5584  -0.23
O -2.0338 0.7487 -1.0710  -0.14
O -2.8239 3.3407 -0.2394  -0.08
O 4.4482 0.0354 -0.3153  -0.12
O -1.9547 2.6310 -3.0594  -0.08
O -2.0854 -2.7531 -0.4737  -0.11
O 0.7091 -3.9618 -1.5804  -0.10
O 2.8306 -2.1663 -1.1592  -0.11
O 1.5795 0.0344 -0.4124  -0.13
O -0.0953 1.8470 1.1123  -0.15
O 2.7470 -4.0917 1.3236  -0.16
O -4.4267 0.5669 0.7938  -0.07
H -4.9357 0.7342 0.0156  0.01
H 2.1488 -1.7016 -0.6213  0.00
H -1.1503 2.1284 -2.8253  0.02
H -2.2504 1.3099 -1.8445  -0.01
H 1.1375 0.8900 -0.7274  -0.03
H 3.1733 -3.9783 0.4492  0.00
H 4.3957 0.8972 -0.7400  0.01
H -0.2164 2.7404 4.4733  0.02
H -1.1397 1.2405 -1.0910  -0.01
H 0.8674 1.9870 1.2705  0.04
H 2.7723 -3.1341 1.5202  -0.01
H -1.8817 -1.8934 -0.8675  0.00
H 3.8542 -0.6083 -0.7626  -0.02
H 0.1972 -1.9508 2.2032  -0.04
H -0.5028 1.5311 3.9929  0.03
H 0.9605 -1.3131 3.2539  -0.01
H -3.4721 0.6228 0.7429  0.01
H 0.9141 -3.2913 -0.9192  -0.02
H 0.7882 2.6657 -1.5310  -0.01
H 2.7397 -1.8946 -2.0742  0.04
H -1.8610 3.2447 -0.2762  0.01
H -0.0010 1.5880 0.1383  -0.04
H -1.6324 -2.6773 0.3730  -0.01
H 1.1846 -0.3413 0.3522  -0.03
H -3.0619 2.5003 -0.6254  -0.02
H -1.9435 3.4973 -2.6624  0.03
H -0.0311 -3.7905 -2.1557  0.01



Calculated total energy, -13274.7407; -31352.9593; -397.5390; -1318.7705; -1069.4727 a.u. (same order as the records).
Calculated ΔE to the lowest compared entry with this formula, charge and spin, 81.65; 59.48; 781.65; 424.13; 0.00 kJ/mol (same order as the records).